# 1
Formula: C18H48ClF2N7O16P2S2
Source: the OMol25 dataset
Level of theory: ωB97M-V/def2-TZVPD

Computed properties:
Relative energy (zero: lowest compared OMol25 entry of this formula, charge and spin) ... 345.83 kJ/mol
Total charge ... -2
E ... -4440.53037 a.u.
Spin multiplicity ... 1
HOMO-LUMO gap ... 0.25733 hartree

Cartesian coordinates (Å):
N1 2.90 -2.05 0.34
S1 4.38 -2.32 0.79
O1 5.02 -1.31 1.59
O2 5.33 -3.10 -0.02
F1 3.90 -3.38 1.94
S2 3.49 -1.09 -0.97
O3 3.93 -1.88 -2.13
O4 4.13 0.19 -0.74
F2 2.02 -0.69 -1.43
Cl1 -2.22 -0.13 -0.72
O5 -0.78 -0.17 -0.76
O6 -2.72 -1.27 -1.45
O7 -2.58 -0.21 0.67
O8 -2.78 1.01 -1.33
O9 0.45 -0.53 2.98
P1 0.84 0.88 3.34
N2 -0.44 1.71 4.19
C1 -0.47 1.82 5.63
C2 -1.74 1.97 3.47
N3 1.00 1.79 1.90
C3 2.16 1.55 1.01
C4 0.72 3.26 1.93
N4 2.30 1.06 4.18
C5 2.85 2.29 4.80
C6 3.19 0.03 4.06
H1 -0.41 0.85 6.14
H2 -1.31 2.44 5.92
H3 0.37 2.39 6.04
H4 -2.39 2.78 3.81
H5 -2.46 1.19 3.72
H6 -1.69 2.05 2.39
H7 2.96 1.62 1.74
H8 2.05 0.55 0.57
H9 2.19 2.29 0.21
H10 1.46 3.70 2.59
H11 0.91 3.58 0.90
H12 -0.28 3.50 2.31
H13 3.45 1.99 5.65
H14 3.62 2.84 4.24
H15 2.04 2.93 5.16
H16 3.16 -0.25 3.01
H17 2.93 -0.91 4.54
H18 4.19 0.35 4.35
O10 0.10 -3.25 -1.57
P2 0.09 -4.19 -2.62
N5 1.19 -5.45 -2.52
C7 2.61 -5.27 -2.05
C8 0.94 -6.75 -3.13
N6 0.36 -3.54 -4.19
C9 0.71 -4.21 -5.49
C10 0.04 -2.06 -4.36
N7 -1.44 -4.94 -2.90
C11 -2.47 -4.30 -3.66
C12 -2.13 -5.80 -1.90
H19 2.69 -4.74 -1.10
H20 3.10 -4.70 -2.84
H21 3.11 -6.23 -1.99
H22 1.84 -7.11 -3.62
H23 0.15 -6.76 -3.88
H24 0.61 -7.53 -2.43
H25 1.74 -4.01 -5.77
H26 0.46 -5.27 -5.44
H27 0.14 -3.82 -6.33
H28 -0.21 -1.48 -3.47
H29 0.92 -1.53 -4.74
H30 -0.89 -1.88 -4.88
H31 -2.25 -4.50 -4.71
H32 -3.48 -4.41 -3.26
H33 -2.27 -3.23 -3.61
H34 -2.82 -5.21 -1.30
H35 -1.39 -6.26 -1.25
H36 -2.76 -6.54 -2.41
C13 1.28 2.48 -2.83
O11 0.49 3.31 -3.62
C14 -0.45 4.10 -3.08
O12 -1.49 4.49 -3.58
O13 -0.14 4.37 -1.84
C15 -0.99 5.09 -1.06
H37 0.68 1.84 -2.18
H38 1.99 3.08 -2.25
H39 1.95 1.91 -3.47
H40 -1.93 4.53 -1.08
H41 -1.14 6.04 -1.56
H42 -0.72 5.27 -0.02
C16 -4.55 6.47 3.92
O14 -5.18 5.29 3.20
C17 -4.44 4.68 2.24
O15 -3.32 5.04 1.88
O16 -5.08 3.64 1.75
C18 -4.57 2.71 0.81
H43 -4.26 6.21 4.94
H44 -5.29 7.27 3.88
H45 -3.76 6.74 3.22
H46 -5.28 1.91 0.59
H47 -3.78 2.08 1.21
H48 -4.39 3.15 -0.17

From a Löwdin analysis of the wavefunction, the atomic charges in e read: -0.196, 0.424, -0.317, -0.325, -0.250, 0.534, -0.325, -0.297, -0.207, 0.592, -0.371, -0.387, -0.377, -0.374, -0.277, 0.627, -0.273, -0.145, -0.106, -0.280, -0.087, -0.102, -0.313, -0.101, -0.181, 0.079, 0.075, 0.042, 0.063, 0.080, 0.064, 0.077, 0.050, 0.073, 0.062, 0.061, 0.051, 0.069, 0.074, 0.052, 0.055, 0.089, 0.093, -0.198, 0.505, -0.283, -0.053, -0.167, -0.262, -0.104, -0.103, -0.304, -0.139, -0.118, 0.073, 0.075, 0.068, 0.070, 0.054, 0.065, 0.068, 0.052, 0.062, 0.065, 0.075, 0.064, 0.071, 0.086, 0.060, 0.076, 0.070, 0.067, -0.058, 0.005, -0.592, 0.107, -0.012, -0.065, 0.101, 0.088, 0.100, 0.104, 0.097, 0.090, 0.015, -0.031, -0.587, 0.068, 0.002, -0.030, 0.087, 0.079, 0.077, 0.097, 0.073, 0.098

---

# 2
Formula: C18H48F2N8O13S2
Source: the OMol25 dataset
Level of theory: ωB97M-V/def2-TZVPD

Computed properties:
Relative energy (zero: lowest compared OMol25 entry of this formula, charge and spin) ... 431.96 kJ/mol
Total charge ... +4
E ... -3125.15149 a.u.
Spin multiplicity ... 1
HOMO-LUMO gap ... 0.16067 hartree

Cartesian coordinates (Å):
C1 3.02 -4.46 -0.07
C2 1.75 -3.91 0.46
O1 1.34 -4.24 1.57
N1 0.72 -3.50 -0.60
H1 0.66 -2.51 -0.82
H2 1.02 -3.77 -1.53
C3 -0.65 -4.04 -0.46
H3 3.71 -4.81 0.70
H4 3.50 -3.65 -0.63
H5 2.89 -5.29 -0.77
H6 -1.17 -3.70 0.44
H7 -0.53 -5.12 -0.34
H8 -1.25 -3.94 -1.37
C4 1.53 6.51 2.33
C5 2.16 5.50 1.37
O2 2.38 5.80 0.21
N2 2.23 4.02 1.83
H9 2.21 3.91 2.84
H10 1.43 3.60 1.38
C6 3.49 3.34 1.35
H11 0.45 6.42 2.45
H12 1.64 7.51 1.91
H13 1.99 6.37 3.31
H14 3.44 2.29 1.63
H15 4.31 3.78 1.92
H16 3.64 3.42 0.28
C7 -3.58 -0.34 2.33
C8 -3.42 -1.78 2.36
O3 -2.55 -2.44 2.95
N3 -4.61 -2.54 1.80
H17 -4.36 -3.50 1.94
H18 -5.56 -2.51 2.14
C9 -4.65 -2.45 0.19
H19 -2.83 0.24 2.86
H20 -4.55 -0.11 2.78
H21 -3.62 0.05 1.31
H22 -3.76 -2.94 -0.21
H23 -4.60 -1.42 -0.16
H24 -5.65 -2.70 -0.16
C10 0.22 -1.69 4.35
C11 0.45 -1.30 5.80
O4 1.18 -1.97 6.52
N4 -0.23 -0.02 6.30
H25 0.13 0.81 5.85
H26 -1.15 0.11 5.90
C12 -0.22 0.09 7.79
H27 -0.54 -1.17 3.78
H28 -0.28 -2.66 4.37
H29 1.12 -1.88 3.77
H30 -0.31 -0.87 8.30
H31 -1.04 0.71 8.15
H32 0.68 0.61 8.12
C13 4.99 -1.06 -2.53
C14 3.75 -0.92 -1.59
O5 3.79 -1.13 -0.41
N5 2.49 -0.45 -2.31
H33 2.50 -0.84 -3.24
H34 1.60 -0.64 -1.88
C15 2.61 1.11 -2.52
H35 5.23 -0.07 -2.92
H36 4.76 -1.73 -3.36
H37 5.90 -1.34 -2.00
H38 1.74 1.35 -3.13
H39 3.41 1.35 -3.22
H40 2.74 1.65 -1.59
C16 -2.72 -0.09 -8.31
C17 -2.21 0.03 -6.81
O6 -1.92 -0.90 -6.16
N6 -1.93 1.49 -6.35
H41 -1.18 1.84 -6.92
H42 -2.66 2.12 -6.67
C18 -2.02 1.72 -4.86
H43 -1.87 -0.05 -8.99
H44 -3.51 0.66 -8.43
H45 -3.09 -1.10 -8.46
H46 -1.93 2.79 -4.68
H47 -1.17 1.14 -4.50
H48 -2.94 1.33 -4.41
N7 0.29 -0.88 -0.81
S1 -1.03 -0.25 -1.15
O7 -0.89 1.06 -1.85
O8 -2.26 -0.67 -0.50
F1 -1.14 -1.26 -2.45
S2 0.36 0.19 0.59
O9 -0.65 0.08 1.62
O10 1.09 1.44 0.40
F2 1.56 -0.64 1.40
N8 -1.42 3.72 0.11
O11 -2.62 3.39 0.35
O12 -0.72 3.81 1.10
O13 -1.12 3.87 -1.08

From a Löwdin analysis of the wavefunction, the atomic charges in e read: 0.034, -0.318, 0.158, 0.074, 0.054, 0.170, 0.015, 0.124, 0.071, 0.121, 0.095, 0.118, 0.112, 0.038, -0.319, 0.162, 0.103, 0.170, 0.099, 0.005, 0.103, 0.109, 0.089, 0.089, 0.114, 0.098, 0.018, -0.363, 0.122, 0.141, 0.161, 0.187, 0.076, 0.099, 0.127, 0.095, 0.089, 0.082, 0.115, 0.016, -0.310, 0.184, 0.096, 0.182, 0.173, 0.025, 0.044, 0.101, 0.097, 0.117, 0.114, 0.119, 0.052, -0.364, 0.152, 0.110, 0.166, 0.054, 0.075, 0.092, 0.100, 0.111, 0.102, 0.103, 0.095, 0.055, -0.336, 0.185, 0.087, 0.186, 0.166, 0.027, 0.104, 0.093, 0.102, 0.123, 0.076, 0.123, -0.300, 0.478, -0.235, -0.265, -0.229, 0.668, -0.237, -0.255, -0.223, -0.635, -0.080, -0.071, -0.051

---

# 3
Formula: C18H48N3O7
Source: the OMol25 dataset
Level of theory: ωB97M-V/def2-TZVPD

Computed properties:
Relative energy (zero: lowest compared OMol25 entry of this formula, charge and spin) ... 224.21 kJ/mol
Total charge ... +1
E ... -1404.82511 a.u.
Spin multiplicity ... 1
HOMO-LUMO gap ... 0.38265 hartree

Cartesian coordinates (Å):
O1 -1.02 0.03 0.90
H1 -0.24 -0.35 1.39
H2 -0.73 0.97 0.94
H3 -0.94 -0.35 0.03
C1 -1.63 1.90 3.81
O2 -0.98 2.03 2.70
C2 -0.81 3.36 2.29
C3 -0.06 3.42 1.00
N1 -0.65 2.69 -0.16
C4 0.21 2.85 -1.37
C5 -0.46 2.24 -2.58
O3 0.45 2.27 -3.66
C6 0.70 3.52 -4.15
H4 -2.49 2.53 3.98
H5 -0.96 2.41 4.51
H6 -1.77 0.85 4.24
H7 -0.07 3.90 3.09
H8 -1.76 3.79 2.14
H9 0.94 3.32 1.01
H10 -0.13 4.59 1.00
H11 -1.65 2.96 -0.39
H12 1.34 2.48 -1.41
H13 0.35 3.81 -1.45
H14 -1.35 2.55 -2.84
H15 -0.77 1.23 -2.54
H16 1.52 3.40 -4.74
H17 1.26 4.08 -3.45
H18 -0.17 3.95 -4.52
C7 2.49 -5.24 -2.10
O4 2.13 -4.28 -1.33
C8 0.84 -3.71 -1.83
C9 0.41 -2.55 -0.87
N2 -0.44 -1.57 -1.53
C10 -1.84 -2.04 -1.59
C11 -2.67 -0.88 -2.23
O5 -2.75 0.21 -1.27
C12 -3.76 1.06 -1.46
H19 2.53 -4.99 -3.01
H20 2.01 -6.18 -2.13
H21 3.63 -5.51 -1.79
H22 0.14 -4.44 -2.03
H23 1.16 -3.48 -2.80
H24 1.40 -1.98 -0.84
H25 0.17 -2.77 0.16
H26 -0.22 -1.49 -2.50
H27 -2.30 -2.16 -0.67
H28 -1.90 -2.98 -2.34
H29 -3.67 -1.29 -2.68
H30 -2.38 -0.47 -3.10
H31 -3.86 1.28 -2.51
H32 -3.61 1.97 -0.80
H33 -4.66 0.65 -1.07
C13 -2.27 -2.56 2.96
O6 -1.27 -1.90 2.68
C14 -0.24 -2.30 3.49
C15 0.84 -1.20 3.33
N3 1.26 -1.03 1.98
C16 2.12 0.06 1.78
C17 2.59 0.31 0.38
O7 3.37 1.41 0.31
C18 4.07 1.65 -0.85
H34 -2.18 -3.66 2.69
H35 -3.03 -2.21 2.19
H36 -2.60 -2.64 3.86
H37 0.39 -3.29 3.48
H38 -0.51 -2.28 4.41
H39 1.88 -1.43 3.85
H40 0.50 -0.22 3.68
H41 1.88 -1.94 1.72
H42 2.96 -0.15 2.29
H43 1.69 0.87 2.08
H44 1.71 0.27 -0.30
H45 3.03 -0.64 0.06
H46 3.33 2.21 -1.56
H47 4.59 0.80 -1.13
H48 4.90 2.32 -0.83

From a Löwdin analysis of the wavefunction, the atomic charges in e read: 0.205, 0.079, 0.107, 0.068, -0.186, -0.217, -0.207, -0.197, -0.023, -0.142, -0.195, -0.153, -0.108, 0.097, 0.087, 0.130, 0.194, 0.117, 0.077, 0.159, 0.139, 0.147, 0.051, 0.070, 0.098, 0.076, 0.079, 0.088, -0.243, -0.143, -0.110, -0.164, -0.077, -0.154, -0.164, -0.221, -0.153, 0.013, 0.088, 0.160, 0.094, 0.106, 0.112, 0.114, 0.118, 0.094, 0.169, 0.163, 0.065, 0.095, 0.109, 0.085, -0.242, -0.134, -0.178, -0.175, -0.109, -0.213, -0.260, -0.136, -0.087, 0.128, 0.140, 0.040, 0.181, 0.059, 0.169, 0.120, 0.211, 0.105, 0.070, 0.117, 0.123, 0.117, 0.072, 0.085

---

The E_HOMO results, record by record, are as follows: -0.1237, -0.5525, -0.4445 Eh.
The largest force on an atom results, record by record, are as follows: 6.30, 11.65, 12.51 eV Å⁻¹.